# 1
47
Properties=species:S:1:pos:R:3:lowdin_charge:R:1 method="wB97M-V/def2-TZVPD" molar_mass_g_mol=290.41 total_energy_ha=-923.3949 smiles="COc1ccccc1C(=O)NC1CC(C)(C)NC(C)(C)C1" lumo_energy_ev=0.7 orbital_gap_ev=9.22 fmax_ha_per_bohr=0.012 relative_energy_kcal_mol=1.46
C -2.659 -2.452 0.470 -0.068
O -2.924 -1.632 -0.651 -0.132
C -3.777 -0.570 -0.377 -0.237
C -5.096 -0.658 -0.800 -0.004
C -5.978 0.381 -0.564 -0.075
C -5.552 1.507 0.121 -0.077
C -4.241 1.595 0.549 -0.011
C -3.333 0.574 0.293 -0.066
C -1.927 0.760 0.778 -0.447
O -1.677 1.346 1.815 0.071
N -0.981 0.268 -0.048 0.120
C 0.434 0.332 0.238 -0.282
C 1.016 -1.076 0.376 -0.068
C 2.563 -1.067 0.375 -0.550
C 3.094 -1.793 -0.878 -0.040
C 3.079 -1.816 1.611 -0.044
N 3.039 0.297 0.512 0.039
C 2.624 1.353 -0.400 -0.563
C 3.552 1.509 -1.617 -0.035
C 2.670 2.661 0.407 -0.035
C 1.184 1.081 -0.859 -0.073
H -2.220 -1.879 1.292 0.091
H -3.575 -2.938 0.823 0.097
H -1.953 -3.210 0.133 0.093
H -5.414 -1.550 -1.319 0.120
H -7.000 0.304 -0.904 0.104
H -6.241 2.313 0.321 0.103
H -3.889 2.460 1.090 0.120
H -1.268 -0.254 -0.863 0.143
H 0.531 0.872 1.184 0.145
H 0.645 -1.524 1.298 0.119
H 0.653 -1.683 -0.457 0.119
H 2.664 -1.384 -1.788 0.066
H 2.842 -2.851 -0.830 0.081
H 4.178 -1.703 -0.935 0.083
H 2.774 -1.289 2.511 0.086
H 2.682 -2.828 1.639 0.082
H 4.165 -1.874 1.597 0.079
H 4.045 0.311 0.632 0.125
H 3.201 2.318 -2.253 0.083
H 4.563 1.746 -1.288 0.081
H 3.589 0.599 -2.210 0.064
H 2.415 3.510 -0.223 0.081
H 3.668 2.814 0.810 0.080
H 1.972 2.615 1.237 0.081
H 0.684 2.025 -1.079 0.129
H 1.179 0.478 -1.770 0.120

# 2
18
Properties=species:S:1:pos:R:3:lowdin_charge:R:1 method="wB97M-V/def2-TZVPD" molar_mass_g_mol=117.10 total_energy_ha=-475.6575 smiles="NC=O.O.O.O.O" lumo_energy_ev=0.6 orbital_gap_ev=11.18 fmax_ha_per_bohr=0.031 relative_energy_kcal_mol=19.20
N -0.682 0.416 3.437 0.127
C 0.466 0.543 2.716 -0.398
O 0.477 0.930 1.567 0.004
H -0.747 0.515 4.433 0.096
H -1.489 0.788 2.950 0.081
H 1.360 0.180 3.248 0.128
O 1.579 -4.776 -2.277 -0.051
H 0.703 -4.513 -2.023 0.019
H 1.662 -4.498 -3.189 0.026
O 0.921 -1.126 -2.785 -0.071
H 0.332 -1.029 -3.552 0.039
H 0.858 -0.376 -2.193 -0.009
O -2.758 2.073 1.238 -0.050
H -3.096 2.566 0.512 0.018
H -1.792 2.037 1.147 0.015
O 0.518 1.789 -1.861 -0.058
H 1.006 2.401 -2.423 0.045
H 0.682 2.080 -0.945 0.040

# 3
27
Properties=species:S:1:pos:R:3:lowdin_charge:R:1 method="wB97M-V/def2-TZVPD" molar_mass_g_mol=138.21 total_energy_ha=-465.1099 smiles="C=CCCCC.O.O.O" lumo_energy_ev=0.4 orbital_gap_ev=10.06 fmax_ha_per_bohr=0.013 relative_energy_kcal_mol=0.00
C 2.832 -1.031 0.263 -0.002
C 1.669 -0.454 0.013 -0.195
C 1.410 1.023 0.156 -0.207
C 0.502 1.336 1.348 -0.210
C -0.962 0.941 1.129 -0.265
C -1.672 1.834 0.117 -0.100
H 3.722 -0.502 0.595 0.058
H 2.976 -2.096 0.147 0.043
H 0.816 -1.034 -0.316 0.073
H 2.362 1.542 0.259 0.109
H 0.959 1.361 -0.773 0.086
H 0.888 0.837 2.237 0.106
H 0.544 2.408 1.569 0.109
H -1.482 0.992 2.086 0.102
H -1.011 -0.101 0.809 0.065
H -2.709 1.541 -0.020 0.066
H -1.194 1.768 -0.859 0.061
H -1.623 2.871 0.447 0.075
O -1.160 -2.785 0.844 -0.043
H -0.229 -2.967 1.016 0.060
H -1.443 -2.233 1.585 0.059
O -1.662 -1.567 -1.665 -0.059
H -1.506 -2.057 -0.838 0.005
H -2.481 -1.077 -1.542 0.058
O 0.149 0.213 -2.861 -0.075
H 0.790 -0.361 -3.293 0.040
H -0.485 -0.401 -2.452 -0.018

# 4
57
Properties=species:S:1:pos:R:3:lowdin_charge:R:1 method="wB97M-V/def2-TZVPD" molar_mass_g_mol=707.24 total_energy_ha=-3631.3997 charge=+4 lumo_energy_ev=-17.7 orbital_gap_ev=2.49 fmax_ha_per_bohr=0.227
Zn 1.094 3.400 1.422 1.207
Hf 3.390 -1.451 0.637 2.552
C -1.513 3.459 2.244 -0.335
O -0.898 4.024 1.120 -0.197
O -0.414 2.673 2.628 -0.210
C -2.173 4.564 3.147 -0.543
F -2.878 5.418 2.411 0.168
F -3.147 4.290 3.985 0.185
F -1.339 5.303 3.923 0.153
C -1.696 4.289 -0.050 -0.235
C -1.086 5.345 -0.912 -0.038
H -0.870 6.153 -0.213 0.102
H -0.173 4.963 -1.369 0.073
H -1.707 5.709 -1.731 0.111
H -2.713 4.636 0.132 0.140
H -1.803 3.354 -0.599 0.124
H -2.380 2.914 1.871 0.170
N 0.847 0.931 -0.641 -0.458
O 1.736 0.139 -0.279 -0.141
O -0.039 0.436 -1.294 0.210
O 0.895 2.097 -0.174 -0.002
O 1.624 -0.626 2.299 -0.014
C 0.551 -0.412 2.806 -0.482
O -0.542 -0.760 2.232 0.075
C -1.789 -0.636 3.008 0.018
C -1.089 -0.420 4.425 -0.103
C 0.321 -0.048 4.243 -0.059
H -2.452 -1.497 2.927 0.141
H -2.317 0.281 2.746 0.129
H -0.922 -1.365 4.941 0.132
H -1.663 0.069 5.213 0.150
H 1.080 -0.614 4.784 0.156
H 0.335 1.024 4.441 0.143
O 2.903 -1.716 -1.863 -0.096
C 2.875 -1.988 -3.111 -0.301
O 1.714 -1.859 -3.777 0.086
C 1.887 -1.931 -5.144 -0.144
C 3.250 -2.482 -5.323 -0.123
C 4.059 -2.051 -4.085 -0.007
H 1.834 -0.894 -5.473 0.158
H 1.124 -2.492 -5.683 0.165
H 3.625 -2.060 -6.255 0.148
H 3.297 -3.563 -5.453 0.144
H 4.559 -1.102 -4.279 0.156
H 4.700 -2.845 -3.701 0.142
O 1.358 -2.638 0.135 -0.051
C 0.217 -3.054 -0.079 -0.319
O -0.387 -3.845 0.859 0.102
C -1.682 -4.150 0.390 -0.107
C -1.614 -4.010 -1.104 -0.119
C -0.651 -2.934 -1.304 -0.054
H -2.247 -3.317 0.808 0.136
H -2.132 -5.041 0.829 0.167
H -2.585 -3.694 -1.483 0.156
H -1.317 -4.936 -1.597 0.153
H -1.046 -1.929 -1.457 0.148
H -0.016 -3.110 -2.172 0.139

# 5
14
Properties=species:S:1:pos:R:3:mulliken_spin:R:1 method="wB97M-V/def2-TZVPD" molar_mass_g_mol=114.11 total_energy_ha=-411.9824 lumo_energy_ev="0.8 / -0.6" orbital_gap_ev="5.58 / 9.52" fmax_ha_per_bohr=0.115 spin_multiplicity=3 relative_energy_kcal_mol=0.00
C 2.945 -0.171 0.088 0.115
C -0.110 -0.798 -0.084 0.715
C -1.287 1.290 0.014 -0.041
N 2.187 0.717 -0.143 -0.033
N 1.004 1.303 -0.024 0.639
N -0.066 0.512 -0.042 0.279
N -1.297 -1.513 -0.192 0.136
O 3.852 -0.909 0.146 0.095
H 0.809 -1.351 -0.180 0.047
H -1.890 1.103 -0.875 0.023
H -1.860 1.046 0.909 0.016
H -0.992 2.336 0.051 0.009
H -2.096 -1.085 0.259 0.002
H -1.199 -2.481 0.073 -0.004

# 6
19
Properties=species:S:1:pos:R:3:lowdin_charge:R:1 method="wB97M-V/def2-TZVPD" molar_mass_g_mol=165.19 total_energy_ha=-891.2056 charge=-1 smiles="CCC(=O)NC=[S@](N)(=O)[O-]" lumo_energy_ev=3.6 orbital_gap_ev=7.62 fmax_ha_per_bohr=0.117 relative_energy_kcal_mol=6.86
C 0.194 1.139 2.267 -0.092
C 1.278 1.469 1.177 -0.169
C 0.681 0.942 -0.144 -0.581
O 0.140 1.799 -0.892 -0.040
N 0.938 -0.316 -0.388 0.010
C 0.496 -1.092 -1.770 -0.242
S -1.076 -1.834 -1.262 0.538
N -2.223 -0.500 -1.475 -0.109
O -1.102 -2.142 0.202 -0.441
O -1.492 -2.950 -2.108 -0.403
H -0.780 1.621 1.916 0.106
H 0.148 0.090 2.316 0.039
H 0.585 1.555 3.200 0.056
H 2.230 0.881 1.183 0.110
H 1.389 2.547 1.254 0.094
H 1.143 -0.999 0.243 0.062
H 1.181 -1.989 -1.838 0.013
H -1.658 0.326 -1.346 -0.010
H -2.069 -0.546 -2.536 0.059